ORCA calculation (ωB97M-V/def2-TZVPD) on a structure of composition C37H69BN6NbO8S at a distorted geometry.

Output
LUMO: 1.84 eV
2S+1: 1
charge: -1

Each line ends with the Mulliken charge.
Element x y z (Å)
C 4.4419 -5.1146 -1.6986  -1.462
C 3.5358 -3.8594 -1.6590  0.545
C 2.1439 -4.2823 -2.0962  -1.233
C 1.0306 -3.2286 -1.8134  -0.203
O 1.5057 -2.1881 -0.9900  -0.465
Nb 0.1651 -1.1513 0.0861  -0.993
C 0.8611 0.7595 -0.9759  -0.876
O 2.2836 0.9294 -0.8821  0.107
C 2.6753 2.2840 -0.7913  -0.532
C 3.9138 2.4022 0.0600  -0.212
O 5.1078 2.1825 -0.6917  -0.379
C 6.2469 2.2584 0.1289  -0.491
C 7.0961 0.9786 0.1055  -0.496
O 6.7078 0.1022 -0.9266  -0.219
C 7.7457 -0.8120 -1.2318  -0.456
C 7.1168 -2.0940 -1.7289  -1.120
C 1.7361 -0.7985 1.7706  -0.491
O 2.0221 0.6061 2.0746  0.189
N 1.8066 0.8949 3.3694  -0.190
O 1.7993 2.0687 3.5647  -0.391
C -0.5283 -3.0195 1.2565  -1.208
S 0.7388 -4.3161 1.5018  -0.117
C 1.5107 -4.0364 3.1310  -0.563
C 3.0347 -3.8062 2.9862  -0.669
B -1.5616 -1.3477 -1.4867  0.416
O -1.5614 -0.7697 -2.7738  -0.391
O -2.6687 -2.1139 -1.1658  -0.242
C -3.6938 -2.2534 -2.1469  -0.694
C -1.3174 0.0605 1.3136  1.670
C -1.0410 1.3702 1.7039  -0.522
C -1.9843 2.0137 2.4895  -0.893
C -3.1341 1.3600 2.8400  -0.309
N -3.4777 0.1228 2.4685  -0.767
C -2.5382 -0.4693 1.7148  -0.411
H 4.2860 -5.7104 -2.5932  0.369
H 4.1774 -5.7186 -0.8301  0.364
H 5.4827 -4.8374 -1.5560  0.313
H 3.5676 -3.4973 -0.6401  -0.202
H 3.9744 -3.1523 -2.3574  0.264
H 2.1816 -4.5269 -3.1575  0.399
H 1.9011 -5.1951 -1.5544  0.347
H 0.2139 -3.7839 -1.3497  0.188
H 0.7223 -2.8417 -2.7874  0.194
H 0.3056 1.6566 -0.6927  0.553
H 0.6222 0.5872 -2.0346  0.421
H 2.9253 2.6340 -1.7973  0.227
H 1.9193 2.9144 -0.3366  0.338
H 3.8803 1.6867 0.8794  0.382
H 3.9177 3.4055 0.5093  -0.009
H 5.9824 2.4686 1.1663  0.313
H 6.8456 3.1051 -0.2156  0.359
H 8.1369 1.2759 -0.0678  0.329
H 7.0770 0.4584 1.0685  0.296
H 8.3858 -0.3604 -1.9943  0.301
H 8.3391 -1.0490 -0.3458  0.376
H 6.7573 -2.6594 -0.8750  0.263
H 6.3127 -1.8969 -2.4269  0.280
H 7.8866 -2.6946 -2.2112  0.415
H 2.6536 -1.2811 1.4458  0.183
H 1.3244 -1.2258 2.6816  0.640
H -1.4089 -3.4576 0.7896  0.411
H -0.8557 -2.6953 2.2468  0.543
H 1.4002 -4.9765 3.6607  0.484
H 1.0345 -3.2365 3.6839  0.359
H 3.6115 -4.5574 3.5187  0.338
H 3.3056 -2.7935 3.2676  0.178
H 3.3016 -3.9024 1.9375  -0.015
H -1.0882 -1.3487 -3.3792  0.245
H -4.1589 -1.2978 -2.3743  0.290
H -4.4745 -2.8807 -1.7314  0.143
H -3.3412 -2.7528 -3.0434  0.333
H -0.1259 1.8567 1.4083  0.495
H -1.8247 3.0271 2.8303  0.375
H -3.8418 1.8829 3.4790  0.348
H -2.7751 -1.4753 1.3861  0.493
C -8.6574 -4.3221 -4.8916  -1.124
C -8.6840 -4.0526 -3.3926  -0.541
C -7.3794 -3.4487 -2.8660  0.000
C -6.2466 -4.3635 -2.9755  0.160
N -5.3595 -5.0854 -3.0650  -0.522
H -7.9025 -5.0675 -5.1503  0.390
H -9.6255 -4.7034 -5.2222  0.335
H -8.4465 -3.4094 -5.4448  0.299
H -8.9071 -4.9772 -2.8559  0.394
H -9.4960 -3.3548 -3.1737  0.194
H -7.4993 -3.1800 -1.8140  0.427
H -7.1501 -2.5286 -3.4048  0.129
C -11.8917 0.5180 -4.4718  -1.140
C -10.9771 0.3424 -3.2647  -0.376
C -9.4984 0.5636 -3.5973  -0.460
C -8.9832 -0.4438 -4.5215  0.259
N -8.5774 -1.2412 -5.2404  -0.493
H -11.6786 -0.2223 -5.2445  0.334
H -12.9346 0.3992 -4.1780  0.333
H -11.7768 1.5114 -4.9093  0.305
H -11.1171 -0.6546 -2.8428  0.256
H -11.2644 1.0568 -2.4916  0.325
H -8.9068 0.5261 -2.6808  0.283
H -9.3515 1.5557 -4.0271  0.318
C 1.7530 2.4737 6.6192  -0.911
C 2.7373 3.1780 7.5472  -0.446
C 2.0929 3.7074 8.8338  -0.455
C 1.1221 4.7708 8.5809  0.265
N 0.3653 5.6101 8.3819  -0.427
H 0.9820 3.1549 6.2586  0.336
H 2.2678 2.0785 5.7546  0.175
H 1.2637 1.6418 7.1319  0.326
H 3.2194 3.9983 7.0116  0.283
H 3.5248 2.4748 7.8268  0.315
H 2.8665 4.1021 9.4958  0.287
H 1.6032 2.8923 9.3693  0.274
C 4.9764 7.8347 -1.4743  -1.140
C 3.9762 8.1560 -0.3693  -0.429
C 3.5446 6.9184 0.4219  -0.426
C 2.8013 5.9679 -0.4011  0.268
N 2.2292 5.2136 -1.0493  -0.414
H 4.5411 7.1739 -2.2250  0.347
H 5.2916 8.7485 -1.9790  0.333
H 5.8665 7.3503 -1.0685  0.296
H 3.1004 8.6443 -0.8003  0.299
H 4.4272 8.8680 0.3250  0.305
H 2.9129 7.2196 1.2593  0.339
H 4.4178 6.4204 0.8481  0.261

ORCA calculation (ωB97M-V/def2-TZVPD) on a structure of composition C37H71ClIN2O16PS2 at a distorted geometry.

Output
LUMO: -0.75 eV
2S+1: 1
energy relative to the best compared isomer or geometry (same formula, charge and spin): 1355.45 kJ/mol

Each line ends with the Mulliken charge.
Element x y z (Å)
C 2.8505 -3.1265 3.3258  -0.502
C 4.1623 -4.0602 2.8730  -0.209
O 3.6714 -4.9443 1.8031  -0.399
C 4.3851 -4.7348 0.5321  -0.715
C 3.8958 -3.3520 -0.2739  2.011
O 5.0869 -2.7572 -0.8333  -0.192
C 4.9877 -2.2388 -2.1842  -0.254
I 7.1193 -1.9592 -2.8174  0.012
O 4.1487 -1.0734 -2.4085  0.437
C 4.4313 0.0799 -1.5568  -0.664
C 3.6198 0.0631 -0.1338  0.154
C 2.0427 -0.3439 -0.2100  0.047
O 1.4871 -1.3402 -0.9026  -0.147
C 4.2782 1.5074 -2.4166  0.495
C 4.7479 1.0524 -3.9692  -0.568
N 4.9072 2.3065 -4.8573  -0.674
C 5.4594 2.5281 -1.9660  -1.289
C 5.5204 2.9731 -0.4023  0.532
C 6.6185 2.0564 0.4651  0.041
O 7.9108 2.3392 0.2824  -0.565
O 6.2564 1.0176 1.4385  -0.391
O 2.9499 1.9978 -2.6175  -0.380
C 2.3390 2.8402 -1.6356  1.501
C 0.6809 2.8049 -1.8596  -1.089
C 0.0724 1.3887 -2.3500  -0.096
C -1.1070 0.9371 -1.2534  -0.344
S -2.5476 0.0524 -2.1440  -0.074
C -3.4277 -0.8897 -0.7446  -0.129
S -4.5744 0.0026 0.1969  -0.160
N -3.1751 -2.3395 -0.3935  0.179
C -1.7532 -2.7754 -0.6844  -0.433
C -1.4977 -3.2847 -2.2313  0.114
O -2.6499 -3.9720 -2.8405  -0.417
C -3.5510 -4.5383 -1.8153  -0.385
C -4.2081 -3.2738 -0.9847  -0.042
C 2.6960 4.4705 -1.7477  -0.582
C 2.7404 5.1967 -0.2412  0.427
O 1.8303 4.9135 0.6972  -0.471
Cl 4.0500 6.4792 0.1700  -0.173
P 4.3931 -3.5510 -3.5045  0.071
C 2.5119 -3.3975 -3.8201  -0.666
O 4.7386 -5.1696 -2.8578  -0.515
H 2.1560 -3.7864 4.0344  0.326
H 2.1610 -2.8518 2.3961  -0.013
H 3.1638 -2.1372 3.8707  0.160
H 4.6665 -4.6056 3.7770  0.335
H 4.9647 -3.2666 2.4838  0.122
H 4.3353 -5.6930 -0.1374  0.191
H 5.5236 -4.5449 0.7941  0.316
H 3.0520 -3.6924 -0.9979  -0.404
H 3.3494 -2.7121 0.5742  -1.001
H 5.5812 0.1022 -1.2292  0.480
H 4.2067 -0.7169 0.5559  0.503
H 3.6928 1.0771 0.4855  -0.256
H 1.2939 0.2855 0.4754  -0.113
H 3.8932 0.4289 -4.5125  0.156
H 5.7946 0.5350 -3.9839  0.222
H 5.3847 1.9219 -5.7202  0.310
H 3.9672 2.6519 -5.1568  0.249
H 5.5337 3.5302 -2.6108  0.434
H 6.4903 1.9682 -2.1943  0.440
H 4.4967 3.0691 0.1525  -0.218
H 5.9945 4.0698 -0.3841  0.420
H 5.9459 1.4353 2.2945  0.331
H 2.4828 2.5776 -0.5062  -0.680
H 0.2946 3.6364 -2.5844  0.186
H 0.2151 3.0557 -0.7895  0.356
H 0.8191 0.5283 -2.5864  -0.084
H -0.5322 1.5903 -3.3597  0.585
H -1.6097 1.8654 -0.7253  0.478
H -0.6998 0.2393 -0.4067  -0.128
H -1.5221 -3.7094 0.0207  0.259
H -1.0143 -1.9258 -0.3593  0.044
H -1.2285 -2.3845 -2.9666  0.136
H -0.5108 -3.9524 -2.2039  0.012
H -2.9687 -5.2623 -1.0817  0.254
H -4.4055 -5.2098 -2.3065  0.323
H -4.8278 -3.7241 -0.0695  0.268
H -4.9573 -2.6387 -1.6377  -0.117
H 1.8999 5.0769 -2.3537  0.469
H 3.7334 4.6870 -2.2360  0.240
H 2.1917 -2.3104 -4.1474  0.194
H 1.8459 -3.8230 -2.9531  0.062
H 2.2823 -4.0877 -4.7671  0.377
H 3.8538 -5.6566 -2.9643  0.324
C 1.4469 0.2769 8.1154  -0.865
O 0.9397 0.7728 6.8892  -0.243
C 0.1194 1.9291 7.0072  -0.479
C 0.6690 3.1678 6.2791  -0.093
O 1.9597 3.6609 6.6303  -0.476
C 3.0789 2.7897 6.4797  -0.447
C 3.3993 2.2190 5.0877  -0.337
O 2.3436 1.4527 4.5234  -0.334
C 1.8005 1.9780 3.3228  -0.870
H 0.9169 -0.6467 8.3810  0.242
H 2.5036 0.0204 7.9780  0.247
H 1.3731 0.9969 8.9371  0.411
H -0.1002 2.1718 8.0577  0.375
H -0.8362 1.6788 6.5376  0.355
H -0.0219 3.9931 6.4997  0.447
H 0.6095 3.0546 5.1991  -0.104
H 3.0207 2.0004 7.2247  0.114
H 3.9502 3.3824 6.7846  0.433
H 4.2535 1.5424 5.1988  0.339
H 3.7176 3.0246 4.4149  0.357
H 2.0315 3.0384 3.1788  0.568
H 0.7136 1.8612 3.3550  0.357
H 2.1760 1.4014 2.4743  -0.032
C -12.0798 -1.0852 -0.8671  -0.837
O -11.1513 -1.0032 -1.9338  -0.262
C -11.5352 -0.1351 -2.9933  -0.456
C -10.5755 1.0460 -3.2187  -0.226
O -10.3277 1.9507 -2.1452  -0.467
C -9.7733 1.4304 -0.9385  -0.366
C -8.4093 0.7212 -0.9880  -0.347
O -8.3812 -0.4122 -1.8450  -0.282
C -7.4891 -0.3082 -2.9431  -0.503
H -12.5941 -2.0540 -0.9066  0.238
H -11.5288 -1.0449 0.0794  0.243
H -12.8153 -0.2739 -0.8703  0.404
H -12.5660 0.2304 -2.8722  0.364
H -11.5221 -0.7375 -3.9062  0.346
H -11.0173 1.6612 -4.0146  0.422
H -9.6272 0.7152 -3.6357  0.027
H -10.5179 0.8167 -0.4382  0.080
H -9.6529 2.2978 -0.2777  0.428
H -8.1919 0.3566 0.0218  0.308
H -7.6208 1.4397 -1.2429  0.367
H -7.2022 0.7253 -3.1627  0.412
H -7.9784 -0.7274 -3.8268  0.258
H -6.5955 -0.9025 -2.7396  -0.157

ORCA calculation (ωB97M-V/def2-TZVPD) on a cluster of 3 separate species, C37H72FN10O8P3S in total at a distorted geometry.

Output
structure (SMILES): CCOCCCCCc1ccc2c(c1)N(CC)c1c(c(C[C@H](O)CN)c(CON=O)c(F)c1P(=N)(O)O)S2.CN(C)P(=O)(N(C)C)N(C)C.CN(C)P(=O)(N(C)C)N(C)C
LUMO: -0.78 eV
2S+1: 1

Each line ends with the Mulliken charge.
Element x y z (Å)
C 8.2480 -3.2133 -0.6789  -1.255
C 8.3563 -1.7238 -0.3312  0.052
O 7.1281 -1.0345 -0.4474  -0.357
C 7.3358 0.3084 -0.8646  -0.363
C 6.0668 1.1435 -0.7222  -0.728
C 5.2995 1.3842 -2.0405  -0.808
C 3.7846 1.6872 -1.7454  -0.720
C 2.8474 0.6402 -2.3615  -0.503
C 1.5031 0.4703 -1.6490  0.205
C 1.1173 1.2928 -0.6140  -0.631
C -0.0844 1.0927 0.0372  -1.117
C -0.8701 0.0546 -0.3848  1.328
C -0.5497 -0.7643 -1.4337  -1.077
C 0.6587 -0.5344 -2.0599  -0.588
N -1.3420 -1.8604 -1.9074  0.798
C -0.9264 -3.0741 -1.1401  -0.379
C -1.9233 -4.2356 -1.1463  -1.013
C -2.7470 -1.6135 -1.8599  -1.076
C -3.3925 -0.9271 -0.8464  0.684
C -4.7557 -0.7124 -0.8273  -0.125
C -5.4001 0.0827 0.2946  -0.870
C -5.5436 -0.7173 1.6094  0.177
O -6.9443 -1.0550 1.7403  -0.536
C -5.0862 0.0496 2.8531  -0.861
N -5.6507 1.3934 2.9844  -0.619
C -5.5481 -1.2188 -1.8435  0.246
C -7.0486 -1.0777 -1.9301  -0.347
O -7.7226 -2.3681 -1.7984  -0.229
N -6.9997 -3.2450 -1.0218  0.420
O -7.4015 -4.3406 -1.1434  -0.514
C -4.9073 -1.8988 -2.8522  0.776
F -5.6884 -2.3574 -3.8459  -0.433
C -3.5511 -2.0986 -2.8989  0.149
P -2.9258 -3.0245 -4.3604  1.184
N -3.4677 -2.3464 -5.6535  -0.991
O -3.4283 -4.5312 -4.1761  -0.551
O -1.3266 -3.0858 -4.4235  -0.438
S -2.4036 -0.2623 0.4834  -0.311
H 9.0389 -3.7537 -0.1458  0.329
H 8.4131 -3.3869 -1.7465  0.285
H 7.2886 -3.6336 -0.3639  0.322
H 9.0893 -1.2917 -1.0321  0.314
H 8.7960 -1.6506 0.6768  0.132
H 7.7871 0.3383 -1.8694  0.373
H 8.0982 0.7288 -0.1814  0.075
H 5.4115 0.7082 0.0407  0.433
H 6.3654 2.1253 -0.3306  0.282
H 5.7179 2.2715 -2.5253  0.352
H 5.3458 0.5091 -2.6971  0.528
H 3.6995 1.7607 -0.6601  0.353
H 3.5668 2.6632 -2.1983  0.348
H 3.3541 -0.3319 -2.2421  0.386
H 2.7157 0.7831 -3.4388  0.408
H 1.7386 2.1133 -0.2752  0.387
H -0.3510 1.7441 0.8630  0.433
H 0.9147 -1.1870 -2.8936  0.485
H -0.6374 -2.8531 -0.1024  0.392
H -0.0134 -3.4452 -1.6258  0.419
H -1.3926 -5.0977 -0.7218  0.438
H -2.7968 -4.0410 -0.5183  0.221
H -2.1947 -4.5400 -2.1577  0.199
H -6.3352 0.5393 -0.0238  -0.664
H -4.7180 0.9295 0.4730  0.684
H -4.9698 -1.6472 1.4855  0.618
H -6.9615 -2.0117 1.8528  0.361
H -3.9933 0.0564 2.9165  0.312
H -5.4332 -0.5397 3.7160  0.322
H -6.4893 1.5037 2.4246  0.261
H -4.9724 2.0810 2.6778  0.299
H -7.4853 -0.4122 -1.1874  -0.038
H -7.3256 -0.7286 -2.9274  0.355
H -4.0133 -1.5330 -5.3956  0.298
H -3.4624 -4.9448 -5.0532  0.392
H -1.0793 -2.2859 -4.9111  0.323
O -9.1929 2.1462 -2.6854  -0.772
P -10.2484 2.9921 -1.9959  0.925
N -10.2687 2.0688 -0.5316  0.305
C -11.4235 1.5149 0.1471  -0.916
C -9.0612 2.1117 0.2823  -1.305
N -11.5103 2.4798 -3.0606  0.198
C -12.7768 1.9024 -2.6558  -1.145
C -11.1162 1.9187 -4.3475  -0.995
N -11.4333 4.1363 -1.3726  -0.119
C -11.7954 5.1767 -2.3750  -1.103
C -11.0100 4.8887 -0.1698  -1.054
H -12.1974 2.2594 0.3726  0.326
H -11.1422 1.0676 1.1010  0.379
H -11.8728 0.7069 -0.4320  0.210
H -8.9803 3.0407 0.8666  0.149
H -8.1693 2.0443 -0.3472  0.296
H -9.0121 1.2720 0.9779  0.592
H -12.6923 0.8246 -2.4718  0.300
H -13.5250 2.0426 -3.4436  0.388
H -13.1907 2.3848 -1.7729  0.340
H -10.7850 0.8774 -4.2556  0.266
H -10.3153 2.4992 -4.7985  0.313
H -11.9554 1.9515 -5.0479  0.313
H -10.9296 5.7820 -2.6588  0.346
H -12.5637 5.8363 -1.9693  0.416
H -12.2087 4.7356 -3.2771  0.324
H -10.0359 5.3658 -0.3027  0.369
H -10.9667 4.2443 0.7071  0.278
H -11.7407 5.6614 0.0686  0.398
O 10.5839 -1.6797 3.2266  -0.783
P 11.3096 -0.7331 4.1682  0.952
N 12.1267 0.0360 2.8417  0.074
C 13.5473 0.2833 2.7042  -0.913
C 11.3070 0.8000 1.9112  -0.879
N 12.3128 -1.9415 4.8775  0.132
C 13.7619 -1.9309 4.9058  -1.129
C 11.8406 -3.3192 4.8167  -0.993
N 12.0610 0.4356 5.2550  -0.148
C 11.7073 0.1861 6.6808  -1.099
C 11.7018 1.8497 5.0104  -1.090
H 13.9797 0.8363 3.5485  0.296
H 13.7605 0.8729 1.8118  0.412
H 14.1015 -0.6482 2.5759  0.219
H 11.0405 1.7900 2.3117  0.263
H 10.3716 0.2845 1.6811  0.132
H 11.8105 0.9514 0.9557  0.420
H 14.1892 -2.3269 3.9769  0.297
H 14.1281 -2.5555 5.7277  0.397
H 14.1673 -0.9388 5.0917  0.339
H 12.0128 -3.7664 3.8307  0.297
H 10.7790 -3.3790 5.0444  0.309
H 12.3533 -3.9292 5.5655  0.318
H 10.6312 0.2813 6.8522  0.355
H 12.2267 0.8961 7.3261  0.401
H 12.0132 -0.8060 7.0004  0.335
H 10.6203 1.9986 4.9629  0.367
H 12.1460 2.2188 4.0881  0.306
H 12.1009 2.4822 5.8034  0.393